{
  "formula": "C3H5N3O",
  "method": "wB97M-V/def2-TZVPD",
  "smiles": "N/N=N/C1(O)C=C1",
  "homo_ev": -8.40,
  "orbital_gap_ev": 9.153,
  "e_above_lowest_kcal_mol": 139.25,
  "charge": 0,
  "elements": ["O", "N", "N", "N", "C", "C", "C", "H", "H", "H", "H", "H"],
  "positions_angstrom": [[-2.073, -0.377, -0.562], [1.341, -0.376, 0.019], [0.155, -0.779, -0.044], [2.168, -1.372, 0.353], [-0.345, 1.804, -0.386], [-0.936, 1.350, 0.703], [-0.875, 0.162, -0.117], [3.124, -1.225, 0.066], [1.796, -2.315, 0.297], [-1.782, 1.749, 1.254], [-1.963, -1.334, -0.674], [-0.610, 2.713, -0.910]],
  "nbo_charge": [-0.687, 0.061, -0.326, -0.599, -0.226, -0.277, 0.402, 0.379, 0.366, 0.206, 0.492, 0.208]
}



{
  "formula": "C2H3NO2S",
  "method": "wB97M-V/def2-TZVPD",
  "smiles": "S=C1NOCO1",
  "homo_ev": -9.13,
  "orbital_gap_ev": 9.745,
  "e_above_lowest_kcal_mol": 72.51,
  "charge": 0,
  "elements": ["S", "O", "O", "N", "C", "C", "H", "H", "H"],
  "positions_angstrom": [[1.956, -0.063, 0.014], [-1.581, 0.728, -0.265], [-0.490, -1.125, -0.167], [-0.315, 1.079, 0.224], [-1.718, -0.562, 0.200], [0.393, -0.049, -0.052], [-2.586, -1.092, -0.219], [-1.828, -0.519, 1.294], [-0.157, 1.906, -0.287]],
  "nbo_charge": [-0.021, -0.382, -0.471, -0.338, 0.198, 0.263, 0.198, 0.149, 0.403]
}



{
  "formula": "C36H32ClP2Sm",
  "method": "wB97M-V/def2-TZVPD",
  "s_squared": 8.77,
  "homo_ev": [-13.88, -13.86],
  "orbital_gap_ev": [6.132, 7.356],
  "multiplicity": 6,
  "charge": 2,
  "elements": ["Sm", "Cl", "P", "P", "C", "C", "C", "C", "C", "C", "C", "C", "C", "C", "C", "C", "C", "C", "C", "C", "C", "C", "C", "C", "C", "C", "C", "C", "C", "C", "C", "C", "C", "C", "C", "C", "C", "C", "C", "C", "H", "H", "H", "H", "H", "H", "H", "H", "H", "H", "H", "H", "H", "H", "H", "H", "H", "H", "H", "H", "H", "H", "H", "H", "H", "H", "H", "H", "H", "H", "H", "H"],
  "positions_angstrom": [[-0.727, 0.568, 1.941], [0.092, -0.484, 4.110], [0.157, -1.943, 0.752], [0.094, 2.151, -0.044], [-0.963, -1.372, -3.653], [-0.336, -1.867, -0.999], [-1.183, -2.987, 1.417], [0.217, 3.763, 3.919], [-0.710, 4.799, 3.827], [-3.751, 1.978, -2.679], [4.401, 2.908, -1.590], [2.162, -3.736, -0.405], [-1.441, 2.571, -2.376], [1.789, 2.448, -0.624], [2.101, 3.640, -1.308], [-0.252, 3.228, 1.584], [3.420, -4.351, -0.351], [-1.663, -1.998, -1.435], [-2.719, 1.790, -0.472], [4.125, 1.758, -0.824], [-1.504, 4.967, 2.688], [-2.234, -2.446, 2.189], [-1.485, 2.243, -1.008], [-3.358, -4.596, 2.099], [-1.227, -4.328, 1.014], [-1.282, 4.175, 1.573], [0.677, -1.440, -1.875], [0.411, 2.909, 2.813], [-3.823, 1.619, -1.328], [2.849, 1.549, -0.294], [3.392, 3.856, -1.809], [1.676, -2.978, 0.680], [4.207, -4.227, 0.799], [-2.332, -5.131, 1.303], [0.366, -1.203, -3.214], [3.729, -3.504, 1.908], [2.458, -2.911, 1.853], [-3.298, -3.275, 2.574], [-2.551, 2.450, -3.209], [-1.989, -1.688, -2.758], [-4.624, 1.924, -3.330], [1.691, -1.334, -1.506], [5.395, 3.064, -2.015], [1.149, -0.894, -3.937], [2.067, -2.362, 2.718], [0.797, 3.637, 4.846], [-4.783, 1.241, -0.963], [-2.462, 2.780, -4.244], [1.557, -3.829, -1.304], [-2.267, -1.376, 2.516], [-2.267, 5.739, 2.670], [-1.887, 4.280, 0.674], [-2.389, -6.153, 0.916], [5.184, -4.716, 0.851], [1.295, 4.365, -1.450], [-1.183, -1.285, -4.708], [3.780, -4.929, -1.203], [-0.470, 2.925, -2.738], [4.346, -3.429, 2.812], [1.131, 2.070, 2.924], [3.599, 4.772, -2.368], [-2.868, 1.664, 0.623], [-0.771, 5.538, 4.631], [0.760, 1.144, -2.278], [-4.087, -2.889, 3.244], [-3.021, -1.734, -3.124], [0.284, 1.445, -2.783], [2.658, 0.688, 0.363], [4.938, 1.040, -0.649], [-0.388, -4.724, 0.438], [-4.219, -5.216, 2.352], [-2.439, -2.355, -0.767]],
  "lowdin_spin": [5.094, -0.030, -0.014, -0.017, -0.001, -0.001, -0.001, 0.000, -0.001, -0.002, 0.000, -0.001, -0.002, -0.002, -0.001, -0.004, 0.000, -0.001, -0.003, 0.000, -0.001, -0.001, -0.002, 0.000, -0.001, 0.001, -0.001, -0.004, 0.000, 0.000, 0.000, -0.003, -0.001, 0.000, 0.000, 0.000, -0.001, 0.000, 0.000, 0.000, 0.000, 0.000, 0.000, 0.000, 0.000, 0.000, 0.000, 0.000, 0.000, -0.001, 0.000, 0.000, 0.000, 0.000, 0.000, 0.000, 0.000, 0.000, 0.000, 0.000, 0.000, -0.001, 0.000, 0.000, 0.000, 0.000, 0.000, 0.000, 0.000, 0.000, 0.000, 0.000]
}



{
  "formula": "C2H14O4S",
  "method": "wB97M-V/def2-TZVPD",
  "smiles": "CSC.O.O.O.O",
  "homo_ev": -8.53,
  "orbital_gap_ev": 8.896,
  "e_above_lowest_kcal_mol": 47.67,
  "charge": 0,
  "elements": ["S", "O", "O", "O", "O", "C", "C", "H", "H", "H", "H", "H", "H", "H", "H", "H", "H", "H", "H", "H", "H"],
  "positions_angstrom": [[1.479, 0.758, -1.608], [-1.953, -0.785, 3.325], [0.419, -3.690, -1.528], [-2.922, 2.626, 4.562], [-2.101, -1.338, -1.528], [2.605, -0.227, -0.807], [1.819, 2.516, -1.482], [-3.092, 2.875, 3.661], [-1.456, -1.525, 3.571], [2.389, -0.542, 0.259], [1.726, 2.970, -0.355], [-1.878, -0.320, -1.429], [-1.227, -1.654, -1.826], [1.224, 3.078, -2.205], [-0.460, -3.603, -1.791], [0.809, -4.271, -2.126], [2.945, 2.587, -1.647], [-2.099, -0.732, 2.385], [2.679, -1.187, -1.340], [-2.932, 1.647, 4.525], [3.614, 0.305, -0.862]],
  "nbo_charge": [0.203, -0.956, -0.930, -0.941, -0.946, -0.806, -0.762, 0.462, 0.476, 0.220, 0.214, 0.478, 0.465, 0.245, 0.463, 0.468, 0.216, 0.481, 0.251, 0.479, 0.221]
}